{"formula": "C4H29N2O9", "method": "ωB97M-V/def2-TZVPD", "elements": ["C", "C", "C", "C", "N", "N", "H", "H", "H", "H", "H", "H", "H", "H", "H", "H", "H", "H", "H", "O", "H", "H", "O", "H", "H", "O", "H", "H", "O", "H", "H", "O", "H", "H", "O", "H", "H", "O", "H", "H", "O", "H", "H", "O"], "xyz": [[0.88, 1.46, 1.66], [1.51, 2.37, 0.63], [0.74, 2.62, -0.67], [-0.19, 1.29, -2.42], [-0.06, 1.56, -1.16], [0.82, 0.04, 1.14], [-0.11, 1.82, 1.97], [1.35, 1.48, 2.66], [1.73, 3.34, 1.13], [2.51, 2.10, 0.25], [0.00, 3.38, -0.32], [1.47, 3.08, -1.37], [0.26, 2.07, -3.03], [-0.80, 0.45, -2.74], [0.18, -0.59, 1.67], [0.45, -0.07, 0.20], [1.73, -0.39, 1.22], [-1.84, -1.25, -2.36], [-2.82, -0.48, -3.32], [-2.46, -0.49, -2.42], [-1.23, -1.05, 4.25], [-2.19, -0.66, 3.14], [-1.26, -0.92, 3.30], [-4.30, -1.10, 1.15], [-3.45, 0.25, 1.17], [-3.50, -0.68, 1.50], [0.57, -2.02, -1.70], [1.93, -2.36, -2.22], [1.46, -1.63, -1.81], [3.95, 0.24, -1.69], [2.65, -0.30, -1.37], [3.21, 0.47, -1.12], [-3.32, 0.87, -0.83], [-1.96, 1.38, -0.28], [-2.90, 1.35, -0.10], [4.20, -1.85, 1.19], [4.33, -0.63, 2.00], [3.66, -1.29, 1.76], [-1.12, -3.48, -2.06], [-1.02, -2.60, -0.77], [-0.86, -2.61, -1.73], [-1.26, -2.20, 1.75], [-1.91, -1.28, 0.81], [-1.03, -1.71, 0.94]], "nbo_charge": [-0.250, -0.438, -0.291, 0.077, -0.119, -0.714, 0.238, 0.275, 0.278, 0.288, 0.274, 0.295, 0.272, 0.291, 0.501, 0.420, 0.477, 0.506, 0.503, -0.984, 0.502, 0.508, -0.999, 0.508, 0.514, -1.011, 0.495, 0.497, -1.022, 0.490, 0.496, -0.997, 0.509, 0.459, -0.936, 0.489, 0.485, -0.961, 0.523, 0.527, -0.985, 0.527, 0.513, -1.028], "de_lowest_kcal_mol": 28.0, "homo_ev": [-17.125, -17.119], "orbital_gap_ev": [9.46, 5.26], "charge": 2, "spin_multiplicity": 2}